Computed, not measured: C3H7NS as an isolated structure at a distorted geometry, with the ωB97M-V functional and the def2-TZVPD basis.

Last column: Mulliken charge in e.
Element x y z (Å)
C -1.910 -0.551 -1.422  -0.78
C -1.388 -0.356 0.109  -0.34
C 2.206 0.684 1.163  -0.39
H -1.414 -1.735 -1.580  0.24
H -1.232 0.483 -1.993  0.23
H -3.238 -0.185 -1.816  0.28
H -1.805 0.877 0.181  0.21
H -1.507 -1.069 1.268  0.31
H 2.756 0.585 2.024  0.36
H 2.726 1.720 0.220  0.18
N 0.970 -0.043 1.272  -0.29
S 0.217 0.060 -0.394  -0.02

Atomic forces in eV per Å
-0.1 0.0 -0.6
-3.5 4.0 0.8
-5.7 -0.3 -2.4
-2.0 3.6 -0.9
-2.0 -3.7 1.2
4.3 -1.8 1.6
0.4 -3.8 1.2
0.2 2.1 -4.3
1.6 0.0 1.8
-2.0 -3.7 2.6
6.2 4.2 -3.8
2.6 -0.8 2.7

## Properties
Molecular weight (g mol⁻¹): 89.16
Max |F| (hartree/bohr): 0.1634
E_LUMO (eV): 0.304
E_tot (eV): -15540.8941
Relative energy (zero: lowest compared OMol25 entry of this formula, charge and spin) (kJ/mol): 844.35
Charge: 0
Gap between HOMO and LUMO (eV): 8.55
Multiplicity: 1